(1)
Here is C10H44BCuN20O10 as an isolated structure from OMol25. Energies are from ωB97M-V/def2-TZVPD.

Computed properties:
HOMO-LUMO gap (spin up / spin down)	4.8 / 2.8	eV
highest occupied orbital energy (spin up / spin down)	-10.866 / -10.866	eV

The geometry in ORCA input format:
```
! RIJCOSX wB97M-V def2-TZVPD def2/J DEFGRID3
* xyz 1 2
Cu -1.03 2.37 -2.30
B 0.60 -0.79 -0.41
H 1.29 -0.28 -1.06
H 1.09 -1.37 0.36
H -0.16 -0.14 0.00
H 0.02 -1.46 -1.03
C 2.97 -5.39 -3.09
O 3.58 -6.31 -3.57
N 1.64 -5.32 -3.21
N 3.53 -4.51 -2.28
H 1.19 -6.09 -3.68
H 1.18 -4.49 -2.86
H 4.53 -4.57 -2.30
H 2.89 -3.83 -1.90
C 2.27 1.13 -6.72
O 1.29 1.51 -6.21
N 3.23 0.35 -6.30
N 2.53 1.49 -7.93
H 3.88 -0.01 -6.98
H 3.23 0.12 -5.31
H 1.88 2.13 -8.36
H 3.40 1.15 -8.30
C -3.91 -5.45 1.16
O -4.88 -4.61 1.29
N -2.80 -5.20 0.51
N -3.92 -6.70 1.62
H -2.08 -5.90 0.45
H -2.66 -4.20 0.38
H -3.24 -7.37 1.29
H -4.75 -7.00 2.10
C 5.25 1.97 3.06
O 4.59 1.34 3.91
N 5.03 1.91 1.82
N 6.19 2.76 3.40
H 4.43 1.16 1.51
H 5.69 2.31 1.17
H 5.86 3.30 4.18
H 6.44 3.49 2.75
C 2.06 -6.09 5.13
O 2.60 -6.86 5.87
N 0.76 -6.16 4.94
N 2.74 -5.28 4.37
H 0.29 -6.92 5.39
H 0.39 -5.39 4.39
H 3.67 -5.14 4.76
H 2.46 -4.72 3.57
C -6.35 2.92 -0.27
O -5.29 2.39 -0.43
N -7.44 2.51 -0.89
N -6.56 3.97 0.43
H -7.27 1.67 -1.41
H -8.38 2.87 -0.85
H -5.65 4.27 0.75
H -7.42 4.18 0.92
C -0.19 5.92 2.76
O -0.67 5.18 1.95
N 0.57 5.63 3.80
N -0.36 7.21 2.83
H 0.79 4.67 4.01
H 0.89 6.40 4.38
H -1.19 7.55 2.36
H -0.10 7.83 3.58
C -1.15 -0.34 6.12
O -2.18 -0.11 6.72
N -1.11 -0.35 4.79
N 0.05 -0.72 6.63
H -0.24 -0.48 4.30
H -1.95 -0.01 4.34
H 0.82 -0.56 5.99
H 0.19 -0.93 7.61
C -4.65 -2.10 -4.49
O -3.71 -1.31 -4.18
N -5.00 -2.61 -5.64
N -5.47 -2.47 -3.58
H -4.59 -2.41 -6.54
H -5.74 -3.28 -5.49
H -5.87 -3.39 -3.67
H -5.23 -2.14 -2.66
C 2.91 6.62 -2.54
O 2.41 5.53 -2.53
N 4.17 6.88 -2.73
N 2.30 7.76 -2.48
H 4.82 6.13 -2.49
H 4.43 7.85 -2.64
H 2.77 8.62 -2.23
H 1.35 7.74 -2.12
*
```

(2)
Here is C4H14NO2 as an isolated structure from OMol25. Energies are from ωB97M-V/def2-TZVPD.

Computed properties:
HOMO-LUMO gap	4.4	eV
highest occupied orbital energy	-14.183	eV

The geometry in ORCA input format:
```
! RIJCOSX wB97M-V def2-TZVPD def2/J DEFGRID3
* xyz 1 1
C -2.05 -0.10 0.96
C -1.93 -0.37 -0.61
C -0.66 0.04 -1.05
C -0.15 -0.49 -2.14
N 2.92 -0.22 -0.71
H -1.58 -1.00 1.32
H -1.44 0.73 1.27
H -3.12 -0.04 1.31
H -2.07 -1.45 -0.67
H -2.76 0.16 -1.12
H -0.11 0.99 -0.77
H -0.41 -1.55 -2.45
H 3.67 0.38 -0.40
H 3.27 -1.13 -0.87
H 2.19 -0.34 0.03
H 0.41 2.20 2.44
H 0.58 1.04 1.36
O -0.11 1.86 1.66
H 0.74 0.00 -2.60
H 1.58 -0.57 1.84
O 1.02 -0.13 1.18
*
```

(3)
Here is a 2-piece molecular cluster, C4H14N2O overall from OMol25. Energies are from ωB97M-V/def2-TZVPD.

Computed properties:
HOMO-LUMO gap	9.1	eV
SMILES	CN(C)CCN.O
highest occupied orbital energy	-8.254	eV

The geometry in ORCA input format:
```
! RIJCOSX wB97M-V def2-TZVPD def2/J DEFGRID3
* xyz 0 1
C -0.15 1.47 0.79
N 0.26 0.73 -0.42
C -0.78 0.72 -1.42
C 0.81 -0.56 0.01
C 2.34 -0.62 -0.23
N 2.81 -1.89 0.40
H -1.24 1.22 1.07
H 0.53 1.43 1.61
H -0.35 2.57 0.37
H -1.83 0.39 -1.03
H -0.64 -0.20 -1.94
H -0.81 1.50 -2.15
H 0.62 -0.79 1.05
H 0.47 -1.41 -0.62
H 2.42 -0.66 -1.30
H 2.63 0.25 0.30
H 2.79 -2.47 -0.46
H 3.81 -1.73 0.62
O -4.22 0.00 1.30
H -4.97 -0.57 1.51
H -4.51 0.61 0.54
*
```

(4)
Here is C36H41BrIN6O2PTi as an isolated structure from OMol25. Energies are from ωB97M-V/def2-TZVPD.

Computed properties:
HOMO-LUMO gap	6.4	eV
highest occupied orbital energy	-6.871	eV

The geometry in ORCA input format:
```
! RIJCOSX wB97M-V def2-TZVPD def2/J DEFGRID3
* xyz 0 1
Ti 0.52 0.36 0.40
O 0.10 -0.14 -1.27
C 0.26 -1.06 -2.24
C -0.49 -0.97 -3.40
C -0.37 -1.94 -4.38
C 0.51 -3.00 -4.20
C 1.28 -3.07 -3.06
C 1.18 -2.09 -2.07
C 2.04 -2.12 -0.87
N 1.92 -1.39 0.23
C 2.95 -1.75 1.07
C 3.71 -2.70 0.47
N 3.12 -2.92 -0.76
H -1.17 -0.12 -3.50
H -0.96 -1.86 -5.28
H 0.60 -3.77 -4.96
H 1.95 -3.91 -2.92
H 3.07 -1.30 2.03
H 4.61 -3.21 0.78
H 3.47 -3.52 -1.49
I 2.43 1.94 -0.92
C 1.62 1.11 2.11
C 2.57 1.10 3.10
C 2.44 1.92 4.25
C 1.38 2.77 4.43
C 0.38 2.85 3.42
C -0.74 3.73 3.46
C -1.64 3.73 2.43
C -1.51 2.85 1.32
C -0.43 2.01 1.22
C 0.52 2.01 2.29
H 3.46 0.49 3.01
H 3.21 1.88 5.02
H 1.29 3.38 5.32
H -0.86 4.40 4.31
H -2.49 4.41 2.47
H -2.27 2.86 0.55
Br -0.21 -2.68 5.31
C -0.67 -2.39 3.52
C -1.40 -3.31 2.81
C -1.72 -3.04 1.50
C -1.27 -1.86 0.93
N -0.54 -0.99 1.62
C -0.25 -1.22 2.89
H -1.72 -4.23 3.28
H -2.31 -3.72 0.90
H -1.53 -1.57 -0.08
H 0.34 -0.47 3.41
O -2.61 0.36 -0.69
P -3.99 0.90 -0.75
N -4.02 2.42 -1.39
C -4.73 3.56 -0.77
C -4.20 4.77 -1.54
C -2.77 4.38 -1.88
C -2.87 2.89 -2.22
N -4.95 -0.09 -1.71
C -6.09 0.49 -2.46
C -6.00 -0.12 -3.87
C -4.55 -0.61 -3.97
C -4.28 -1.10 -2.56
N -4.76 1.04 0.71
C -4.06 0.59 1.95
C -5.13 -0.21 2.68
C -6.41 0.54 2.32
C -6.22 0.83 0.84
H -4.49 3.63 0.29
H -5.81 3.45 -0.87
H -4.27 5.68 -0.95
H -4.78 4.91 -2.46
H -2.11 4.53 -1.02
H -2.36 4.95 -2.72
H -1.96 2.34 -1.97
H -3.07 2.75 -3.28
H -5.99 1.58 -2.50
H -7.04 0.26 -1.98
H -6.27 0.60 -4.64
H -6.67 -0.97 -3.95
H -3.88 0.22 -4.20
H -4.42 -1.39 -4.73
H -3.23 -1.17 -2.30
H -4.74 -2.08 -2.40
H -3.75 1.45 2.54
H -3.17 0.02 1.70
H -4.94 -0.25 3.76
H -5.18 -1.23 2.30
H -6.47 1.47 2.89
H -7.32 -0.03 2.51
H -6.78 1.71 0.51
H -6.53 -0.03 0.24
*
```

Relative energy (zero: lowest compared OMol25 entry of this formula, charge and spin) values (in kcal/mol) by entry order: 319.38, 231.68, 65.49, 0.00.